# 1
Formula: C11H17OPS2
Source: the Open Molecules 2025 dataset
Level of theory: ωB97M-V with the def2-TZVPD basis set

Properties
HOMO = -0.306 Eh
SMILES = CCOCC[P@@](=S)(S)c1ccc(C)cc1
HOMO-LUMO gap = 8.86 eV

Geometry as XYZ:
```
32
C11H17OPS2, DFT ωB97M-V with the def2-TZVPD basis set
C -2.109 1.936 0.539
C -1.651 2.413 -0.858
O -0.388 1.834 -1.232
C -0.478 0.540 -1.811
C 0.853 -0.121 -2.246
P 1.512 -1.286 -1.048
S 0.411 -2.950 -1.034
S 3.385 -1.909 -1.632
C 1.559 -0.513 0.579
C 2.312 0.644 0.715
C 2.431 1.266 1.989
C 1.721 0.770 3.093
C 1.572 1.601 4.341
C 1.024 -0.429 2.962
C 0.898 -1.052 1.719
H -2.358 0.880 0.600
H -1.252 2.040 1.176
H -2.912 2.581 0.878
H -1.499 3.493 -0.834
H -2.402 2.145 -1.577
H -0.984 -0.162 -1.149
H -1.146 0.623 -2.671
H 1.577 0.632 -2.398
H 0.713 -0.683 -3.179
H 2.947 -3.141 -1.369
H 2.852 1.002 -0.139
H 2.965 2.199 2.137
H 0.599 2.062 4.396
H 2.355 2.381 4.390
H 1.683 0.941 5.214
H 0.453 -0.868 3.786
H 0.288 -1.938 1.598
```

=====

# 2
Formula: C11H18
Source: the Open Molecules 2025 dataset
Level of theory: ωB97M-V with the def2-TZVPD basis set

Properties
⟨S²⟩ = 0.7686
HOMO (alpha / beta) = -0.514 / -0.514 Eh
spin multiplicity = 2
net charge = +1
HOMO-LUMO gap (alpha / beta) = 9.63 / 5.76 eV

Geometry as XYZ:
```
29
C11H18, DFT ωB97M-V with the def2-TZVPD basis set
C -0.411 1.468 0.989
C -0.324 1.235 2.534
C -1.875 1.432 0.535
C 0.277 2.818 0.712
H 0.083 0.630 0.504
H -1.137 1.796 3.002
H -2.556 2.044 1.120
H -1.850 1.601 -0.548
H -2.249 0.415 0.645
H 1.157 2.848 1.342
H 0.415 3.030 -0.355
H -0.336 3.676 0.998
H 0.552 1.709 2.967
H -0.403 0.163 2.702
C 1.734 -3.332 -0.221
C -1.129 -1.200 -1.461
C -0.508 -0.080 -2.087
C -0.476 -2.261 -0.866
C 0.931 -2.233 -0.810
C 0.871 -0.067 -2.005
C 1.569 -1.062 -1.377
H -2.201 -1.354 -1.528
H -1.120 0.630 -2.622
H -1.071 -3.060 -0.449
H 1.504 0.723 -2.395
H 2.713 -3.460 -0.684
H 1.078 -4.179 -0.069
H 2.649 -1.012 -1.304
H 2.112 -2.917 0.732
```

=====

# 3
Formula: C11H18BNO8Si
Source: the Open Molecules 2025 dataset
Level of theory: ωB97M-V with the def2-TZVPD basis set

Properties
HOMO = -0.358 Eh
HOMO-LUMO gap = 9.26 eV

Geometry as XYZ:
```
40
C11H18BNO8Si, DFT ωB97M-V with the def2-TZVPD basis set
C 0.832 2.490 3.210
Si -0.433 1.351 2.437
C -0.316 -0.330 3.222
C -2.103 2.149 2.537
C -0.149 1.064 0.593
C -0.362 2.198 -0.457
C 0.852 2.080 -1.364
C 1.109 0.599 -1.342
N 1.135 0.367 0.139
H 1.125 3.318 2.569
H 0.370 2.925 4.096
H 1.717 1.951 3.540
H 0.630 -0.792 2.936
H -0.347 -0.263 4.305
H -1.093 -1.009 2.876
H -2.445 2.182 3.568
H -2.013 3.181 2.199
H -2.847 1.659 1.914
H -0.907 0.317 0.378
H -0.424 3.176 0.008
H -1.273 1.950 -0.993
H 1.679 2.556 -0.832
H 0.741 2.473 -2.367
H 0.216 0.090 -1.681
H 1.977 0.227 -1.866
H 1.963 0.792 0.555
H 1.092 -0.627 0.370
B -0.080 -2.829 -2.370
O 1.096 -2.110 -2.872
C 1.505 -2.669 -4.019
O 2.431 -2.313 -4.676
C 0.541 -3.847 -4.318
O 0.595 -4.572 -5.259
O -0.356 -3.886 -3.328
O 0.159 -3.338 -0.995
C -0.672 -2.778 -0.138
O -0.670 -2.903 1.058
C -1.602 -1.833 -0.946
O -2.441 -1.112 -0.477
O -1.230 -1.885 -2.209
```

=====

# 4
Formula: C11H18ClFNO4P
Source: the Open Molecules 2025 dataset
Level of theory: ωB97M-V with the def2-TZVPD basis set

Properties
HOMO = -0.208 Eh
HOMO-LUMO gap = 3.70 eV

Geometry as XYZ:
```
37
C11H18ClFNO4P, DFT ωB97M-V with the def2-TZVPD basis set
C -2.267 2.089 2.583
C -1.709 1.755 1.213
C -0.079 1.771 1.058
P 0.640 0.531 -0.201
C 2.492 0.258 0.339
O 2.421 -0.186 1.767
C 3.058 -1.516 1.897
C 0.770 1.339 -1.969
C -0.099 2.722 -2.112
O 0.600 3.878 -2.263
Cl -1.950 2.866 -2.078
N -0.132 -1.074 -0.221
C 0.548 -2.052 -1.151
C -0.037 -3.617 -1.119
O 1.524 -1.789 -2.021
C -1.578 -1.004 -0.758
C -2.725 -1.607 0.297
O -1.881 -0.488 -1.960
H -2.216 3.180 3.048
H -2.756 1.176 3.163
H -2.454 1.462 0.341
H 0.432 1.658 2.108
H 0.214 2.859 0.662
H 3.038 1.314 0.377
H 3.050 -0.526 -0.325
H 2.973 -1.895 3.003
H 4.193 -1.374 1.560
H 2.575 -2.333 1.201
H 1.903 1.599 -2.197
H 0.426 0.556 -2.800
H -0.318 -3.920 -0.023
H -0.985 -3.588 -1.844
H 0.742 -4.317 -1.642
H -2.416 -1.175 1.365
H -3.808 -1.241 0.050
H -2.596 -2.773 0.344
F -1.590 5.464 -1.690
```

=====

# 5
Formula: C11H18ClIN2O2PPm
Source: the Open Molecules 2025 dataset
Level of theory: ωB97M-V with the def2-TZVPD basis set

Properties
⟨S²⟩ = 6.0059
HOMO (alpha / beta) = -0.562 / -0.563 Eh
spin multiplicity = 5
net charge = +2
HOMO-LUMO gap (alpha / beta) = 5.23 / 5.27 eV

Geometry as XYZ:
```
37
C11H18ClIN2O2PPm, DFT ωB97M-V with the def2-TZVPD basis set
C -0.934 -2.179 -1.337
C 0.233 -1.240 -1.150
H -0.528 -3.189 -1.506
H -1.527 -1.899 -2.221
H -1.638 -2.217 -0.486
O 1.344 -1.651 -0.858
I 0.662 3.369 0.196
Pm -0.929 0.718 0.510
P -0.020 0.884 -2.397
C 1.635 1.429 -2.933
C -0.441 -0.162 -3.824
H -2.011 2.329 -2.506
H -0.949 2.476 -3.960
H -0.501 3.295 -2.413
C -0.972 2.406 -2.861
H -1.481 -0.498 -3.740
H -0.331 0.441 -4.734
H 1.551 1.735 -3.986
H 2.345 0.599 -2.844
H 0.230 -1.028 -3.868
H 1.974 2.278 -2.327
C 1.741 0.595 0.146
O 2.869 0.563 -0.082
Cl -3.340 0.314 0.017
N -0.789 -2.362 2.389
C -0.328 -1.321 3.168
C -0.325 -1.399 4.568
C 0.214 -0.325 5.282
C 0.795 0.731 4.570
C 0.735 0.758 3.194
N 0.061 -0.203 2.494
H -0.364 -2.486 1.476
H -0.981 -3.221 2.888
H -0.715 -2.297 5.050
H 0.217 -0.346 6.373
H 1.278 1.550 5.096
H 1.224 1.550 2.616
```

=====

# 6
Formula: C11H18CuIN5O2S4
Source: the Open Molecules 2025 dataset
Level of theory: ωB97M-V with the def2-TZVPD basis set

Properties
⟨S²⟩ = 0.7588
HOMO (alpha / beta) = -0.204 / -0.220 Eh
spin multiplicity = 2
HOMO-LUMO gap (alpha / beta) = 5.30 / 5.71 eV

Geometry as XYZ:
```
42
C11H18CuIN5O2S4, DFT ωB97M-V with the def2-TZVPD basis set
Cu 0.150 -0.095 0.125
S -0.052 -0.538 2.403
S -1.792 -1.456 2.471
S -1.871 -2.824 0.805
S -0.145 -2.644 -0.137
N -0.093 -0.127 -2.078
C -1.007 0.971 -2.390
C -0.989 1.361 -3.872
C -2.095 2.346 -4.300
C -1.611 3.454 -5.242
N -0.576 4.326 -4.691
C -0.783 5.134 -3.657
N 0.258 5.756 -3.079
N -2.026 5.523 -3.338
C -0.716 2.136 -1.405
O -0.738 3.314 -1.837
O -0.500 1.798 -0.221
H 0.808 -0.012 -2.529
H -0.468 -1.038 -2.312
H -2.010 0.628 -2.119
H -1.089 0.439 -4.448
H 0.000 1.772 -4.105
H -2.539 2.786 -3.407
H -2.883 1.809 -4.831
H -2.445 4.079 -5.568
H -1.180 3.010 -6.139
H 0.371 4.004 -4.797
H 1.152 5.294 -3.119
H 0.081 6.182 -2.184
H -2.784 4.929 -3.627
H -2.145 5.921 -2.422
I 2.417 2.756 1.248
C 3.185 0.911 0.607
C 4.536 0.679 0.842
C 5.078 -0.522 0.426
C 4.260 -1.445 -0.204
C 2.929 -1.123 -0.389
N 2.388 0.041 0.001
H 5.135 1.424 1.345
H 6.128 -0.732 0.591
H 4.634 -2.405 -0.533
H 2.244 -1.819 -0.856
```